Record 1
This record from the OMol25 dataset describes an isolated molecule of C2H2N6. The level of theory is ωB97M-V/def2-TZVPD.

XYZ file:
```
10
Properties=species:S:1:pos:R:3:nbo_charge:R:1
C 0.840 -0.636 0.182 0.451
C -1.241 0.538 -0.474 0.142
H 1.017 -1.405 1.743 0.358
H -2.258 0.315 -0.903 0.224
N 0.677 -1.635 0.854 -0.570
N 0.613 -0.493 -1.284 -0.080
N -0.501 0.087 -1.574 -0.156
N -0.894 1.123 0.648 -0.253
N 0.459 1.446 0.564 0.054
N 1.289 0.659 0.244 -0.170
```

## Properties
Orbital gap, eV: 8.6084
Highest occupied orbital energy, hartree: -0.363
LUMO level, Eh: -0.0470
SMILES string: [H]/N=c1/nncnnn1
Charge: 0
Relative energy (zero: lowest compared OMol25 entry of this formula, charge and spin), eV: 3.2287



Record 2
This record from the OMol25 dataset describes an isolated molecule of C4H9NO. The level of theory is ωB97M-V/def2-TZVPD.

XYZ file:
```
15
Properties=species:S:1:pos:R:3:nbo_charge:R:1
C -1.103 -0.373 0.197 -0.237
C 0.222 0.029 -0.282 0.213
C 0.311 0.827 -1.537 -0.429
C 0.577 1.503 -0.196 -0.452
H -1.776 -1.389 1.831 0.364
H -0.841 -0.117 2.218 0.359
H -1.482 -1.231 -0.428 0.195
H -1.866 0.430 0.069 0.183
H 0.928 -1.421 0.750 0.493
H 1.169 0.730 -2.200 0.233
H -0.636 1.019 -2.013 0.207
H 1.596 1.802 0.039 0.226
H -0.191 2.152 0.213 0.202
N -0.938 -0.897 1.585 -0.849
O 1.203 -0.953 -0.083 -0.710
```

## Properties
Orbital gap, eV: 10.1394
Highest occupied orbital energy, hartree: -0.338
LUMO level, Eh: 0.0349
SMILES string: NCC1(O)CC1
Charge: 0
Relative energy (zero: lowest compared OMol25 entry of this formula, charge and spin), eV: 1.8357



Record 3
This record from the OMol25 dataset describes a 2-piece molecular cluster, C5H11N4 overall. The level of theory is ωB97M-V/def2-TZVPD.

XYZ file:
```
20
Properties=species:S:1:pos:R:3:nbo_charge:R:1
C 1.267 0.259 -2.543 -0.282
C 2.278 -0.165 -1.691 0.026
C 0.229 0.712 -1.759 -0.007
C -1.284 -1.483 0.439 -0.587
C -0.158 0.765 0.753 0.540
N 1.838 0.039 -0.413 -0.310
N 0.555 0.532 -0.438 -0.137
N -1.034 1.742 0.552 -0.779
N 0.621 0.311 1.820 -0.852
H 1.100 0.343 -3.581 0.269
H 3.256 -0.513 -1.886 0.257
H -0.781 1.038 -1.871 0.232
H -1.908 -1.656 -0.381 0.181
H -0.212 -1.890 0.377 0.158
H -1.832 -1.528 1.278 0.171
H -1.118 2.068 -0.435 0.418
H -1.734 1.856 1.210 0.420
H 2.282 -0.311 0.429 0.458
H 0.775 -0.663 2.060 0.416
H 0.541 0.812 2.658 0.408
```

## Properties
Orbital gap (alpha / beta), eV: 6.6926 / 7.9884
Highest occupied orbital energy (alpha / beta), hartree: -0.387 / -0.443
LUMO level (alpha / beta), Eh: -0.1407 / -0.1498
Charge: +1
Relative energy (zero: lowest compared OMol25 entry of this formula, charge and spin), eV: 5.0566



Record 4
This record from the OMol25 dataset describes a 9-piece molecular cluster, C32H60N3O10 overall. The level of theory is ωB97M-V/def2-TZVPD.

XYZ file:
```
105
Properties=species:S:1:pos:R:3:lowdin_charge:R:1
N -2.444 -0.284 3.345 0.144
C -1.778 -1.523 3.231 -0.265
N -1.825 -2.374 4.239 0.172
N -1.159 -3.506 4.082 0.055
C -0.454 -3.861 3.016 0.025
C -0.400 -2.990 1.938 0.064
C -1.063 -1.785 2.032 -0.096
C -1.027 -0.780 0.947 -0.125
C -2.340 -0.704 0.149 -0.149
C -2.089 -0.259 -1.302 -0.077
C -0.989 0.760 -1.435 -0.541
O 0.009 0.517 -2.041 0.113
O -1.157 1.956 -0.853 0.123
H -3.439 -0.414 3.205 0.119
H -2.305 0.060 4.289 0.078
H -1.211 -4.151 4.861 0.181
H 0.055 -4.810 3.031 0.151
H 0.176 -3.240 1.062 0.137
H -0.166 -0.971 0.310 0.130
H -0.878 0.194 1.409 0.118
H -2.879 -1.647 0.147 0.122
H -2.979 0.029 0.636 0.097
H -1.738 -1.129 -1.842 0.130
H -3.013 0.098 -1.746 0.112
H -1.856 1.901 -0.174 0.071
C 2.489 -0.094 -3.390 -0.039
C 3.978 -0.133 -3.619 -0.489
O 4.650 -0.983 -3.072 0.043
C 4.584 0.905 -4.528 -0.019
H 2.201 -0.908 -2.735 0.062
H 2.199 0.848 -2.930 0.075
H 1.961 -0.201 -4.340 0.093
H 4.388 1.904 -4.137 0.087
H 4.150 0.824 -5.526 0.087
H 5.658 0.751 -4.593 0.082
C -4.751 1.089 -5.697 -0.022
C -5.056 0.803 -4.253 -0.499
O -4.686 -0.214 -3.705 0.044
C -5.856 1.847 -3.511 -0.023
H -4.173 0.266 -6.112 0.085
H -5.676 1.193 -6.266 0.055
H -4.173 2.010 -5.781 0.093
H -6.824 1.987 -3.993 0.088
H -5.321 2.798 -3.512 0.084
H -6.013 1.524 -2.483 0.075
C -7.729 1.774 -10.255 -0.020
C -7.045 1.063 -9.115 -0.490
O -6.621 1.667 -8.155 0.053
C -6.913 -0.436 -9.226 -0.017
H -7.759 2.842 -10.052 0.083
H -7.185 1.601 -11.184 0.088
H -8.749 1.402 -10.368 0.088
H -6.336 -0.695 -10.115 0.088
H -7.900 -0.894 -9.300 0.088
H -6.404 -0.825 -8.347 0.078
C 5.085 -1.530 2.163 -0.019
C 3.891 -1.766 1.281 -0.502
O 2.993 -2.519 1.611 0.019
C 3.851 -1.027 -0.029 -0.023
H 4.995 -2.121 3.071 0.084
H 5.992 -1.826 1.634 0.097
H 5.156 -0.481 2.433 0.063
H 4.712 -1.277 -0.645 0.071
H 3.847 0.049 0.157 0.098
H 2.947 -1.299 -0.568 0.069
C -1.647 4.096 3.123 -0.010
C -2.389 3.443 1.994 -0.461
O -2.266 2.255 1.755 0.021
C -3.294 4.318 1.169 -0.005
H -1.033 3.363 3.636 0.068
H -1.008 4.888 2.730 0.097
H -2.351 4.523 3.837 0.093
H -2.715 5.119 0.707 0.096
H -4.064 4.758 1.804 0.094
H -3.770 3.727 0.390 0.082
C 7.004 1.944 5.854 -0.018
C 5.989 0.925 5.399 -0.489
O 6.106 0.336 4.349 0.062
C 4.818 0.672 6.319 -0.021
H 7.790 2.031 5.108 0.084
H 6.526 2.916 5.985 0.087
H 7.444 1.636 6.803 0.089
H 4.255 1.594 6.468 0.076
H 5.173 0.313 7.286 0.088
H 4.167 -0.080 5.877 0.076
C 5.691 -6.128 -2.294 -0.022
C 5.133 -5.901 -0.910 -0.502
O 5.264 -6.719 -0.030 0.070
C 4.402 -4.600 -0.674 -0.022
H 6.190 -7.093 -2.331 0.082
H 4.885 -6.113 -3.030 0.085
H 6.409 -5.344 -2.541 0.087
H 3.544 -4.526 -1.344 0.090
H 5.073 -3.759 -0.858 0.084
H 4.053 -4.563 0.354 0.067
C 0.453 3.107 7.274 -0.013
C -0.750 2.422 6.677 -0.494
O -1.620 3.042 6.113 0.061
C -0.816 0.918 6.822 -0.020
H 0.381 4.178 7.106 0.086
H 0.499 2.917 8.347 0.091
H 1.367 2.733 6.809 0.078
H -0.818 0.642 7.877 0.090
H 0.046 0.457 6.337 0.084
H -1.731 0.549 6.363 0.061
```

## Properties
Orbital gap, eV: 6.7330
Highest occupied orbital energy, hartree: -0.397
LUMO level, Eh: -0.1492
Charge: +1



Record 5
This record from the OMol25 dataset describes a 2-piece molecular cluster, C4H8NO2 overall. The level of theory is ωB97M-V/def2-TZVPD.

XYZ file:
```
15
Properties=species:S:1:pos:R:3:nbo_charge:R:1
C 1.373 -2.102 -1.035 -0.643
C 0.727 -1.099 -0.100 -0.191
C 0.638 -1.294 1.215 -0.429
H 2.254 -1.649 -1.485 0.202
H 1.595 -2.999 -0.448 0.187
H 0.692 -2.443 -1.818 0.200
H 0.213 -0.219 -0.508 0.271
H 0.268 -0.561 1.912 0.238
H 0.921 -2.280 1.595 0.141
N -1.880 3.075 0.185 -0.909
C -1.256 1.810 0.132 0.857
O -0.613 1.444 1.145 -0.820
O -1.396 1.159 -0.938 -0.824
H -1.510 3.693 0.881 0.360
H -2.026 3.464 -0.733 0.361
```

## Properties
Orbital gap, eV: 8.0879
Highest occupied orbital energy, hartree: -0.146
LUMO level, Eh: 0.1513
Charge: -1
Relative energy (zero: lowest compared OMol25 entry of this formula, charge and spin), eV: 0.7428



What is the charge in the fifth record? -1



Which value of charge does entry 3 give? +1



Which formula does entry 1 have? C2H2N6